Entry 1:
This record from the Open Molecules 2025 dataset describes a structure of composition C29H18Cl24F7IN2O5S at a distorted geometry. The level of theory is ωB97M-V with the def2-TZVPD basis set.

XYZ file:
```
87
Properties=species:S:1:pos:R:3:forces:R:3:mulliken_charge:R:1
C 0.0997 -3.7582 -0.2563 0.288 0.379 -0.460 0.22
C 0.3999 -4.4486 -1.6672 -1.780 0.530 1.209 -0.50
O 0.5133 -3.3766 -2.6219 1.601 -1.370 0.163 -0.11
C 1.5795 -3.5675 -3.5558 0.008 1.124 -1.348 -0.70
C 2.1287 -2.0946 -3.9217 -0.434 0.331 0.317 -1.56
C 1.4507 -1.0461 -2.9535 -0.634 1.115 0.354 0.46
C 2.1075 -0.6755 -1.6250 -2.708 1.610 -1.804 0.74
S 3.6978 -1.4647 -1.2874 2.218 -3.179 2.476 1.32
O 4.2269 -1.1959 0.0333 -0.939 1.217 -1.753 -0.62
O 3.6582 -2.9116 -1.4938 -0.741 2.368 -1.175 -0.59
F 4.8133 -0.8978 -2.3698 -2.097 -0.239 1.168 -0.29
C 1.4354 0.2802 -0.7640 0.801 -0.636 -0.504 1.13
C 2.0806 0.7157 0.6075 -0.805 0.697 0.298 -0.87
C 3.1968 1.8284 0.4023 0.513 -1.109 -0.052 0.06
O 4.3431 1.6190 0.1908 -0.889 0.150 0.085 -0.44
I 2.5976 3.9284 0.5676 -0.775 -0.831 -0.945 -0.02
C 0.1140 0.8884 -1.1687 0.725 -0.629 -0.222 -0.28
N -0.4739 1.7650 -0.2660 -2.091 -0.144 -2.383 -0.11
C -1.6599 2.2526 -0.6858 0.880 -0.421 -0.042 0.15
C -2.4462 3.2315 0.2580 -1.031 -1.278 -1.047 1.03
F -2.5807 4.4419 -0.3903 0.401 -1.154 1.325 -0.29
F -3.7410 2.7229 0.4290 1.725 0.687 -0.323 -0.20
C -1.8602 3.3483 1.7209 -0.724 1.371 1.063 0.41
F -1.7330 2.1330 2.3642 -0.064 2.535 -2.046 -0.01
F -0.7119 4.0824 1.6714 -1.232 -1.548 0.314 -0.16
F -2.7631 4.0700 2.4866 1.143 -0.832 -1.412 -0.22
C -2.2311 1.8980 -2.0142 -0.624 0.091 -0.659 -0.57
F -3.4243 2.4972 -2.3361 1.860 -0.894 0.575 -0.30
N -1.7265 1.0747 -2.9373 0.665 1.638 3.893 -0.47
C -0.5267 0.5609 -2.4507 2.357 -1.938 -0.904 -0.09
C 0.1861 -0.4325 -3.3389 0.976 -0.009 1.385 0.93
C -0.4590 -0.8113 -4.7106 0.632 0.711 -0.432 -1.38
O -0.6608 -2.2225 -4.9118 -1.056 0.420 0.735 -0.32
C -1.8525 -2.6811 -4.3606 -2.844 -1.855 0.370 0.11
C -2.3265 -2.4194 -3.0040 -1.132 -0.749 -0.437 0.97
C -3.5881 -2.9743 -2.4745 0.181 -0.002 -3.286 -1.58
C -4.4319 -3.8560 -3.3021 2.461 1.368 -1.443 -0.25
C -3.9699 -4.1233 -4.6887 0.952 1.178 2.127 -0.54
C -2.7084 -3.5519 -5.2049 -1.054 0.000 1.901 -0.64
H -0.0336 -2.6458 -0.4311 0.131 -1.192 0.091 -0.22
H -0.8562 -4.1152 0.2050 0.998 0.104 -0.312 -0.34
H 0.9615 -3.8570 0.4545 -0.829 -0.064 -0.570 0.33
H 1.2908 -5.1238 -1.6172 -0.696 0.702 -0.234 0.41
H -0.5409 -5.0185 -1.9402 1.198 0.207 0.171 0.25
H 2.4207 -4.2006 -3.1713 -0.932 0.589 -0.195 0.56
H 1.1591 -3.9659 -4.5291 0.533 0.049 1.136 0.31
H 3.2510 -2.0417 -3.8793 -1.184 -0.086 0.144 0.48
H 1.8512 -1.8256 -4.9789 0.175 -0.315 1.133 0.43
H 2.4645 -0.1712 1.1911 0.050 1.030 -1.010 0.48
H 1.3210 1.1929 1.2872 0.678 -0.403 -1.108 0.29
H -1.4234 -0.2892 -4.9331 0.871 -0.260 0.642 0.38
H 0.2668 -0.4793 -5.5140 -0.765 -0.514 0.811 0.41
H -1.7365 -1.7914 -2.3005 -0.435 -0.630 -0.781 0.32
H -3.9390 -2.7412 -1.4457 0.503 0.545 -1.372 0.71
H -5.3771 -4.3054 -2.8982 1.136 0.547 -0.534 0.43
H -4.6172 -4.8071 -5.2904 0.921 0.797 0.299 0.33
H -2.4406 -3.8388 -6.2479 0.059 0.520 1.030 0.38
C -0.9805 -1.1787 3.3448 0.053 -0.117 0.027 0.16
Cl -0.2082 -2.7586 3.1228 -0.089 0.166 0.037 -0.10
Cl -0.3396 -0.4084 4.8061 -0.061 -0.095 -0.202 -0.09
Cl -0.6436 -0.1490 1.9390 -0.021 -1.125 0.296 0.10
Cl -2.7335 -1.3947 3.5088 0.160 0.053 -0.041 -0.11
C 5.3442 4.3393 3.9592 -0.068 0.141 0.168 0.34
Cl 6.7657 4.1155 2.9237 -0.178 -0.004 0.071 -0.12
Cl 5.7809 5.3362 5.3602 -0.657 -0.369 -0.111 -0.09
Cl 4.0630 5.1421 3.0329 0.658 0.220 0.895 -0.11
Cl 4.7644 2.7585 4.5155 0.032 0.151 -0.090 -0.09
C 9.5859 7.3666 5.6802 0.070 -0.077 -0.089 0.29
Cl 8.6212 6.1048 4.8939 0.733 0.433 0.111 0.01
Cl 11.1064 7.5913 4.7947 -0.138 0.004 0.105 -0.10
Cl 8.6750 8.8880 5.6851 0.084 -0.159 0.000 -0.10
Cl 9.9404 6.8850 7.3496 -0.040 0.053 -0.168 -0.10
C -6.9059 1.9945 1.9469 0.007 0.040 0.001 0.21
Cl -6.5519 3.6944 1.5926 -0.062 -0.190 0.060 -0.09
Cl -5.3900 1.1192 2.2305 -0.232 -0.035 0.103 -0.01
Cl -7.9255 1.8931 3.3938 0.109 0.003 -0.151 -0.10
Cl -7.7576 1.2688 0.5715 0.101 0.070 0.140 -0.11
C -0.7535 4.2511 5.5521 -0.063 -0.047 0.057 0.17
Cl 0.6739 4.5322 4.5374 -0.098 -0.060 0.136 -0.02
Cl -1.6844 2.8906 4.9000 0.275 0.347 0.889 -0.02
Cl -0.2344 3.8745 7.2060 -0.033 0.047 -0.153 -0.11
Cl -1.7651 5.7069 5.5672 0.113 -0.154 -0.017 -0.09
C -3.7224 -5.7620 0.7145 0.091 -0.111 0.076 0.22
Cl -2.8629 -7.2761 0.3724 -0.071 0.151 0.043 -0.11
Cl -3.0267 -5.0008 2.1592 -0.072 -0.070 -0.139 -0.07
Cl -3.5597 -4.6584 -0.6736 0.066 -1.643 1.561 0.00
Cl -5.4392 -6.1072 0.9963 0.181 0.047 -0.039 -0.13
```
Positions in Å, forces in eV/Å.

max |F| = 0.089 Eh/bohr
net charge = 0
energy = -382071.135 eV
HOMO-LUMO gap = 0.253 Eh
lowest unoccupied orbital energy = -2.0556 eV
multiplicity = 1

***

Entry 2:
This record from the Open Molecules 2025 dataset describes a structure of composition C29H18F3InN4O10 at a distorted geometry. The level of theory is ωB97M-V with the def2-TZVPD basis set.

XYZ file:
```
65
Properties=species:S:1:pos:R:3:forces:R:3:mulliken_charge:R:1
In -0.5628 0.3409 0.3367 -1.333 0.204 -2.352 2.63
O -5.2598 3.4690 -2.7464 1.589 -0.697 2.858 -0.51
C -4.5227 3.1752 -1.7991 -0.625 0.092 -3.656 0.25
C -2.9949 2.9206 -1.9108 2.150 0.979 -0.638 0.37
O -2.2106 3.2541 -2.8087 -2.207 -0.933 1.995 -0.64
C -2.6317 2.2831 -0.5147 -1.100 3.029 0.415 1.07
C -3.6171 3.1557 0.5494 0.435 -2.270 -1.972 0.16
O -3.4739 3.5340 1.6725 0.051 -0.043 -0.664 -0.54
C -4.8821 3.0530 -0.3263 -1.917 2.164 1.347 0.48
O -6.0077 3.1056 0.0872 0.003 -0.482 -0.196 -0.51
O -1.4142 2.2929 -0.1256 2.927 -1.239 0.580 -0.79
C 3.3520 4.1450 2.8657 -0.333 0.722 -1.873 -0.38
C 2.7421 3.9611 1.5992 -0.512 -1.230 1.975 -1.05
C 1.8417 2.9438 1.3333 0.517 -0.633 1.220 -0.09
C 1.4443 2.1076 2.4060 0.749 2.249 -0.896 0.15
C 1.9890 2.3708 3.6402 0.455 -1.629 1.890 -0.26
C 3.0449 3.2168 3.8480 0.944 0.977 0.111 -0.66
N 0.4138 1.2361 2.2239 -2.112 -3.166 2.668 0.65
N 0.0101 0.6197 3.3153 2.802 3.576 -2.360 -0.56
C -1.1200 -0.0971 3.2710 -2.136 -3.136 -0.647 0.31
C -1.5962 -0.5667 4.5260 0.971 1.444 -0.491 -0.53
C -2.7930 -1.2231 4.5108 -1.288 -1.664 -0.615 -0.32
C -3.3422 -1.7066 3.2669 0.300 0.265 0.851 -0.68
C -2.7339 -1.3613 2.0688 2.001 1.440 1.154 -0.35
N -1.6483 -0.5045 2.0848 -0.572 -0.564 1.666 -0.14
H 3.9765 5.0760 2.9331 -0.281 -1.445 0.452 0.33
H 2.9602 4.6071 0.8371 0.640 1.606 -1.810 0.49
H 1.4976 2.7322 0.3519 -0.443 0.211 -0.634 0.71
H 1.6626 1.7828 4.5007 0.096 0.047 -0.402 0.34
H 3.6776 3.1473 4.7317 -0.677 0.266 0.200 0.38
H -0.9731 -0.3113 5.4205 -1.025 -0.219 -0.833 0.41
H -3.2929 -1.5119 5.4501 0.366 0.114 -0.581 0.39
H -4.1882 -2.4153 3.2521 0.482 0.669 0.125 0.38
H -2.9636 -1.7306 1.0967 -0.497 -0.086 -0.484 0.64
F 4.6163 1.7034 -5.0980 -0.803 0.768 0.311 -0.25
C 3.6303 0.8428 -4.8320 0.301 -1.289 -0.786 0.82
F 2.8250 0.7744 -5.9584 1.165 -0.071 1.439 -0.25
F 4.3112 -0.3215 -4.6453 -0.681 -0.132 -0.697 -0.26
C 2.7801 1.0023 -3.5958 -0.536 1.217 1.522 0.39
C 1.5295 1.6202 -3.6131 -0.972 -0.815 -0.218 -0.93
C 0.6887 1.5789 -2.4617 1.736 1.148 0.082 -0.41
N 1.1123 1.0833 -1.2749 -0.825 -0.744 -1.168 0.11
C 2.3067 0.4962 -1.2817 0.705 -0.475 0.600 -0.21
C 3.1952 0.5257 -2.3337 0.961 -1.032 -0.703 -0.84
H 1.1026 1.9789 -4.5685 0.302 -0.070 0.800 0.45
H -0.2160 2.1617 -2.4435 -0.542 -0.250 -0.074 0.51
H 2.5950 -0.1187 -0.4184 -0.209 0.568 -0.062 0.46
H 4.1664 0.0007 -2.1509 -0.980 0.628 -0.539 0.37
O 2.1115 -4.8858 0.3851 -0.017 0.421 1.235 -0.69
C 1.0870 -5.1245 -0.4030 -0.227 0.478 -1.679 0.30
C 0.7974 -6.4174 -0.9034 -0.299 0.385 0.276 -0.57
C -0.1879 -6.6299 -1.8709 0.673 0.041 1.092 -0.41
C -0.8174 -5.5335 -2.4278 -1.425 0.977 -2.011 -0.53
C -0.5802 -4.2522 -1.9508 0.979 -0.735 0.926 -0.46
C 0.3536 -4.0151 -0.9193 -1.261 0.410 -0.285 0.09
C 0.5378 -2.6382 -0.3015 0.607 -0.343 -0.163 0.99
O -0.1108 -1.5918 -0.6488 -0.698 -0.024 -0.159 -0.79
O 1.4251 -2.5575 0.5751 0.306 0.386 0.781 -0.82
H 1.9563 -3.8649 0.6621 0.536 -1.106 -0.315 0.43
H 1.3524 -7.2430 -0.4835 0.008 -0.098 0.052 0.41
H -0.4792 -7.6560 -2.0733 0.185 0.172 -0.452 0.38
H -1.4940 -5.5602 -3.3528 0.858 -0.509 1.677 0.26
H -1.1146 -3.4435 -2.3776 -0.352 0.786 -0.259 0.48
O -2.4907 -0.1177 -0.5815 -0.309 1.307 -0.250 -0.75
O -3.3732 1.1009 -0.6002 0.393 -2.615 0.626 -0.38
```
Positions in Å, forces in eV/Å.

max |F| = 0.100 Eh/bohr
net charge = 0
energy = -70120.092 eV
HOMO-LUMO gap = 0.175 Eh
lowest unoccupied orbital energy = -3.2463 eV
ΔE to the lowest compared entry with this formula, charge and spin = 0.0000 eV
multiplicity = 1

***

Entry 3:
This record from the Open Molecules 2025 dataset describes a structure of composition C29H19Cl3N2O3Ti at a distorted geometry. The level of theory is ωB97M-V with the def2-TZVPD basis set.

XYZ file:
```
57
Properties=species:S:1:pos:R:3:forces:R:3:mulliken_charge:R:1
Ti 0.1926 0.5865 -0.1378 0.100 -0.030 1.273 0.06
Cl 0.2792 1.2089 -7.3363 -0.018 -0.060 -0.963 -0.15
C 0.3782 1.3590 -5.6668 -0.392 1.287 1.977 0.02
C 1.3974 2.1680 -5.0743 -1.510 -1.946 0.555 -0.59
C 1.4583 2.1201 -3.6740 1.390 1.269 0.195 -0.34
C 0.5123 1.4691 -2.8934 -0.148 0.149 -0.585 0.73
O 0.5898 1.5754 -1.5495 0.327 -0.048 0.121 -0.26
C -0.5954 0.8157 -3.4769 -0.365 0.120 0.434 -0.17
C -1.6853 0.3037 -2.6121 1.391 1.404 -1.223 -0.19
N -1.5317 0.1079 -1.3550 0.486 -0.317 -0.407 0.46
C -2.6668 -0.1514 -0.5917 -0.316 0.129 0.560 -0.44
C -3.6584 -0.9962 -0.8999 -2.055 -0.601 0.376 -0.27
C -4.7894 -1.1441 -0.0320 0.885 1.922 1.474 -1.10
C -4.8883 -0.3458 1.0944 0.831 -0.831 -0.338 -0.82
C -3.7994 0.5072 1.4552 -1.546 -0.165 0.076 0.76
C -3.8077 1.3065 2.6026 0.291 0.501 0.881 -0.47
C -2.6862 2.1193 2.8475 -3.150 -0.501 0.430 -1.10
C -1.6385 2.0880 2.0104 3.542 0.140 -1.526 -0.08
N -1.5756 1.2926 0.9351 -0.601 -0.178 -0.418 0.41
C -2.7288 0.5805 0.5971 2.555 0.614 0.669 0.79
C -0.6813 0.8552 -4.8718 0.986 -0.303 -0.929 -0.87
H 2.0511 2.7287 -5.7245 0.305 -0.020 0.250 0.46
H 2.2786 2.6627 -3.1239 -1.030 -0.541 -0.702 0.39
H -2.6684 0.3143 -3.0639 -0.285 -0.458 -0.005 0.65
H -3.6871 -1.5185 -1.8204 0.286 -0.644 -0.743 0.64
H -5.5891 -1.8173 -0.1412 -0.611 -0.921 -0.882 0.47
H -5.6949 -0.4676 1.8066 -0.154 0.088 -0.202 0.40
H -4.7095 1.2360 3.2627 1.084 0.396 -0.509 0.42
H -2.6703 2.8790 3.5772 -0.163 0.387 1.143 0.48
H -0.7165 2.7226 2.2232 -1.303 -0.966 -0.375 0.51
H -1.5087 0.4488 -5.4437 -0.104 -0.196 0.380 0.47
C 2.7675 -2.8307 0.2255 0.791 -1.164 -0.687 -0.53
C 3.1293 -1.5422 -0.0942 0.517 0.620 0.807 -0.58
C 2.3702 -0.8337 -1.0238 0.134 0.431 0.536 -0.08
C 1.2508 -1.4108 -1.6189 0.230 -0.586 -0.448 -0.15
C 0.9087 -2.7550 -1.3203 0.717 1.055 -0.356 -0.61
C 1.7234 -3.4754 -0.4680 -0.902 0.644 0.362 -0.79
H 3.4580 -3.4221 0.8388 -0.544 0.208 0.021 0.50
H 4.0253 -1.0802 0.3895 -0.940 -0.403 -0.542 0.42
H 2.6704 0.1859 -1.2252 0.125 0.015 -0.489 0.53
H 0.8635 -0.9775 -2.5401 -0.269 0.147 0.378 0.72
H 0.0818 -3.1694 -1.8755 -0.017 -0.410 0.135 0.51
H 1.4510 -4.5007 -0.3097 0.311 -0.412 0.262 0.45
Cl 3.8814 -0.9468 6.0838 -0.620 0.083 -0.294 -0.15
C 2.9964 -0.3187 4.7218 0.908 0.246 0.093 0.12
C 3.3897 0.9422 4.2472 -0.425 -0.995 -0.089 -0.59
C 2.8135 1.4115 3.0832 -0.028 0.628 -0.498 0.54
Cl 3.3501 2.9211 2.4659 -0.155 0.133 -0.121 -0.15
C 1.8723 0.6673 2.3836 -0.659 0.098 -1.353 -0.29
O 1.2913 1.1424 1.2130 0.913 -0.336 0.995 -0.10
C 1.5414 -0.6273 2.8544 0.342 1.631 -0.237 1.08
C 0.6424 -1.4081 2.1256 -1.449 -1.470 0.557 -0.13
O 0.1562 -1.0904 1.0431 -1.017 0.015 -1.188 -0.16
C 2.0644 -1.0889 4.0366 0.867 0.327 1.630 -1.22
H 4.1618 1.5267 4.7286 -0.071 -0.072 0.129 0.49
H 0.2395 -2.3484 2.5861 0.604 0.494 -0.324 0.36
H 1.7395 -1.9858 4.5258 -0.075 -0.605 -0.268 0.53
```
Positions in Å, forces in eV/Å.

max |F| = 0.075 Eh/bohr
net charge = +2
energy = -100175.095 eV
HOMO-LUMO gap (spin up / spin down) = 0.240 / 0.240 Eh
lowest unoccupied orbital energy (spin up / spin down) = -7.5595 / -7.5589 eV
ΔE to the lowest compared entry with this formula, charge and spin = 0.7810 eV
multiplicity = 1

***

- Look up the net charge of the third one.
  +2

***

- energy of number 2 (C29H18F3InN4O10)?
  -70120.092 eV

***

- Which of these has the highest net charge?
  C29H19Cl3N2O3Ti